DFT (ωB97M-V with the def2-TZVPD basis set) results for a structure of composition C46H72BCl36NO9.

```
165
Properties=species:S:1:pos:R:3:forces:R:3:mulliken_charge:R:1
C 3.69369 -5.08387 -7.54845 -0.442 -0.203 0.370 -0.8369
C 3.06747 -3.78832 -6.74805 -0.694 -0.534 0.647 -0.1272
C 3.20309 -4.10379 -5.11927 1.586 -0.572 -0.060 -0.3899
C 4.06605 -2.94971 -4.30836 -0.279 -0.793 -0.438 -0.7205
N 3.12472 -1.76885 -4.12245 -0.585 -0.774 2.958 0.0934
C 2.62443 -1.67283 -2.67884 -0.790 1.933 2.286 -0.2751
C 2.13531 -3.00207 -1.79228 -0.320 2.643 2.162 0.2726
C 1.63467 -2.87932 -0.23760 2.365 2.452 -2.353 -0.3342
O 1.18272 -3.96929 0.63727 1.645 1.326 -3.327 -0.3783
C 1.21836 -5.28132 -0.02408 -0.383 -2.088 0.006 0.0430
C -0.11922 -5.59104 -0.96850 -0.797 -0.751 0.814 0.2351
C -1.31480 -4.47525 -0.79457 -0.197 -0.875 -2.067 -0.6785
O 0.25392 -5.83990 -2.40070 -2.173 -0.789 1.482 -0.4931
C 1.58328 -1.34613 0.42476 2.640 0.742 -2.750 -0.7355
C 2.03140 -0.04192 -0.46182 0.215 -2.239 -0.573 0.7268
C 2.58414 -0.17099 -2.01807 -1.120 -2.935 1.507 -0.3709
C 3.05177 1.22467 -2.78234 3.608 0.267 -2.558 0.4360
O 4.16186 1.30212 -3.54904 -6.936 -0.488 4.648 -0.7365
C 2.08880 2.55320 -2.50629 -1.675 1.836 0.880 0.0451
C 1.73218 3.68538 -3.67194 -0.914 0.276 2.981 0.3091
C 2.36900 3.58505 -5.21059 0.158 0.591 1.082 0.4996
C 2.38810 5.05582 -5.98255 0.179 -0.983 -0.363 -0.4612
C 3.78122 5.13081 -6.87712 -0.789 1.061 -0.563 -0.8961
C 3.66053 4.39086 -8.34821 1.878 0.201 1.146 -0.3249
O 2.53177 5.02276 -9.04954 -0.019 -2.432 -3.277 -0.2616
C 2.27046 4.39699 -10.36042 1.899 -4.449 -1.394 0.5698
C 1.25428 5.23075 -11.37884 0.622 0.267 1.088 -0.8329
O 2.81153 3.22824 -10.74355 -3.117 7.360 2.741 -0.5388
C 0.71067 4.95280 -3.28909 0.658 -2.810 3.278 -0.7652
C 0.07253 5.06638 -1.76640 2.180 -2.441 -0.635 0.0195
C -0.98245 6.23609 -1.27286 -0.573 -0.859 -0.017 -0.3544
B -2.50813 5.57842 -1.50021 -1.452 -0.868 -0.637 0.5752
O -3.31772 4.99265 -0.38747 2.434 -0.955 -2.385 -0.4214
O -3.16682 5.52903 -2.85062 2.290 -1.955 1.917 -0.6081
C 0.49910 3.92768 -0.61800 0.976 -0.842 -1.815 -0.1620
O -0.08289 4.08143 0.74887 0.734 -1.769 -3.038 -0.5367
C 1.49657 2.66865 -0.94639 -0.776 2.250 -2.472 0.6616
C 1.95331 1.50630 0.16580 0.371 0.097 3.687 -0.1507
O 2.19743 1.76416 1.45512 -1.699 -1.379 -7.634 -0.5021
H 3.34891 -6.05204 -6.95875 0.726 1.944 -1.245 0.2826
H 3.28346 -5.21692 -8.64784 1.028 0.578 2.281 0.0967
H 4.87732 -5.06281 -7.52134 -2.527 0.029 -0.188 0.2704
H 3.59533 -2.76839 -7.03825 -1.106 -2.179 0.590 0.2198
H 1.89310 -3.70188 -6.94350 2.651 -0.093 0.047 0.1839
H 2.15869 -4.29739 -4.61551 2.023 0.621 -0.953 0.1891
H 3.80330 -5.12081 -5.02883 -1.214 2.006 -0.135 0.3652
H 4.47711 -3.35577 -3.26801 -1.158 0.981 -2.170 0.2900
H 5.03447 -2.58910 -4.90049 -2.210 -0.848 1.000 0.2979
H 2.32335 -1.79188 -4.80109 1.039 -0.134 1.128 0.1031
H 2.16523 -4.03941 -2.33232 -0.170 2.233 1.216 0.1483
H 1.16111 -6.09306 0.84947 0.101 2.108 -1.734 -0.3268
H 2.23575 -5.51615 -0.58708 -2.185 0.855 0.972 0.3245
H -0.58690 -6.62704 -0.60353 1.197 2.163 -0.447 0.3464
H -2.17563 -4.77158 -1.55848 1.650 0.266 1.626 0.2476
H -1.78307 -4.45195 0.28273 1.191 -0.052 -2.046 0.1553
H -0.95526 -3.39445 -1.14974 -1.194 -4.115 0.234 0.1964
H -0.48353 -6.48061 -2.70087 1.907 1.631 0.477 0.3358
H 1.21069 -1.22043 1.55125 1.212 -0.223 -2.835 0.4658
H 3.50743 3.23997 -5.17733 -2.727 0.358 0.300 0.2396
H 1.70677 2.80203 -5.77606 1.483 1.545 0.954 -0.4015
H 1.40663 5.07450 -6.65545 2.277 0.372 1.314 0.2497
H 2.42146 5.96996 -5.24925 -0.222 -1.958 -1.277 0.4096
H 4.68551 4.74463 -6.22843 -1.818 0.537 -1.500 0.3663
H 3.99390 6.27980 -7.10465 -0.438 -2.429 0.465 0.3333
H 3.59024 3.22799 -8.23797 -0.251 2.265 -0.410 0.2557
H 4.63959 4.65793 -8.96019 -1.997 -0.755 1.257 0.3410
H 0.34893 5.63220 -10.73660 1.941 -0.689 -1.398 0.2592
H 0.86693 4.57132 -12.26600 1.023 1.052 2.033 0.2925
H 1.89094 6.13094 -11.81683 -1.458 -1.848 1.035 0.2604
H 0.42304 5.77407 -4.09839 0.706 -2.057 1.993 0.2385
H -0.90093 6.44315 -0.11202 0.329 -0.421 -2.636 0.1005
H -0.95093 7.20738 -1.92711 0.424 -1.895 1.305 0.3443
H -3.26237 3.98895 -0.55435 -0.551 2.123 0.422 0.2136
H -2.96451 4.62350 -3.27295 -0.544 2.121 0.867 0.3007
H -0.34265 3.16338 1.09200 0.870 1.655 -0.817 0.2666
C -2.91018 4.27634 3.21050 0.263 0.292 -0.231 0.2544
Cl -4.57325 4.77673 3.54023 0.024 0.105 -0.020 -0.1750
Cl -2.62792 2.61509 3.74497 0.128 -0.064 -0.014 -0.1886
H -2.72594 4.34035 2.13537 -0.137 -0.026 0.225 -0.2203
H -2.22626 4.94219 3.74237 -0.205 -0.215 -0.046 0.3428
C 1.84081 -7.23732 3.93581 0.308 0.211 0.128 0.6585
Cl 0.37119 -7.62040 3.03116 -0.151 0.198 -0.075 -0.1857
Cl 2.65805 -8.70938 4.47452 0.051 0.062 -0.031 -0.1601
H 2.51727 -6.67015 3.29186 -0.173 -0.236 0.055 0.2558
H 1.57446 -6.63813 4.80990 0.013 -0.545 -0.502 -0.5688
C -0.34374 0.91166 -7.03119 -0.413 -0.071 0.095 -0.4508
Cl 0.23364 2.29616 -7.96644 -0.108 0.034 -0.075 -0.0867
Cl 0.99128 -0.16083 -6.59237 -0.015 -0.015 0.035 -0.0972
H -0.82374 1.27390 -6.11887 0.246 -0.052 -0.194 0.2684
H -1.06610 0.35321 -7.63146 0.297 0.141 0.080 0.3774
C -2.11548 -1.33282 0.64650 -0.406 -0.446 -0.163 -0.7470
Cl -0.63816 -1.98604 -0.07167 -2.181 3.586 1.456 0.2462
Cl -2.17585 0.42677 0.48759 0.066 0.286 -0.027 -0.0206
H -2.98002 -1.76589 0.13762 0.361 0.367 0.137 0.1711
H -2.14174 -1.59535 1.70687 0.111 0.109 -0.306 0.4129
C -2.84151 4.47414 7.20766 -0.107 0.120 -0.374 0.1868
Cl -3.65143 3.70806 8.57954 -0.126 -0.036 -0.035 -0.1663
Cl -1.16796 4.88282 7.60424 -0.006 0.040 -0.101 -0.1611
H -2.84808 3.78439 6.36022 0.044 0.070 0.309 -0.1168
H -3.37794 5.38866 6.94327 0.151 -0.214 0.191 0.2535
C 6.74121 2.77393 -2.00048 -0.443 -0.159 0.076 0.3725
Cl 7.31859 4.15843 -2.93573 -0.090 0.094 -0.035 -0.1781
Cl 8.07623 1.70144 -1.56166 -0.043 -0.058 0.069 -0.1747
H 6.26121 3.13617 -1.08816 0.256 -0.026 -0.206 0.2246
H 6.01885 2.21548 -2.60075 0.279 0.142 0.066 -0.2295
C -5.65607 -2.43190 1.56700 -0.431 0.163 0.094 -0.1240
Cl -4.57353 -3.46673 0.62777 -0.383 -0.246 -0.066 -0.0832
Cl -4.84241 -0.94216 2.06065 -0.321 0.126 0.156 -0.1272
H -6.52445 -2.17693 0.95474 0.327 -0.006 0.048 0.3608
H -5.97984 -2.97292 2.45945 0.409 0.439 -0.433 0.0349
C -5.41460 -6.42237 3.18931 0.134 -0.476 0.146 0.2895
Cl -3.73782 -5.96760 2.86296 0.082 -0.176 0.114 -0.0979
Cl -6.49090 -5.02701 3.04933 -0.377 -0.663 0.299 -0.1922
H -5.72341 -7.18360 2.46881 0.157 0.507 0.329 -0.3362
H -5.48330 -6.82434 4.20307 0.045 0.260 -0.218 0.3382
C -3.75130 8.48017 0.59685 -0.378 -0.225 -0.140 -0.0873
Cl -4.47975 9.42258 1.90304 -0.044 -0.047 -0.053 -0.1646
Cl -2.01231 8.77941 0.48990 -0.017 0.097 -0.016 -0.1857
H -3.91832 7.41755 0.78893 0.123 0.243 0.048 0.1144
H -4.21963 8.76220 -0.34926 0.184 0.051 0.269 0.3078
C 4.19290 1.25605 4.06090 -0.126 0.325 -0.332 0.0480
Cl 5.87931 1.23312 4.59044 0.045 0.080 -0.012 -0.1765
Cl 3.31901 -0.15937 4.65920 -0.121 -0.009 -0.036 -0.1601
H 3.71197 2.15929 4.44404 0.144 -0.311 -0.009 0.2614
H 4.16302 1.25706 2.96860 -0.013 -0.110 0.331 0.0056
C -2.77893 5.15400 12.16927 -0.097 0.083 -0.394 -0.0163
Cl -3.58884 4.38792 13.54115 -0.157 -0.022 -0.031 -0.1543
Cl -1.10538 5.56268 12.56585 -0.002 0.005 -0.083 -0.1507
H -2.78550 4.46426 11.32183 0.065 0.129 0.294 0.0299
H -3.31535 6.06852 11.90488 0.164 -0.222 0.192 0.2980
C -8.63511 -8.63976 0.98015 -0.340 -0.214 -0.152 -0.2605
Cl -9.36356 -7.69734 2.28634 -0.052 -0.065 -0.057 -0.1425
Cl -6.89612 -8.34052 0.87320 -0.103 -0.287 -0.411 -0.1459
H -8.80213 -9.70237 1.17223 0.141 0.310 0.047 0.2766
H -9.10344 -8.35772 0.03404 0.201 0.043 0.277 0.2731
C 1.28310 -5.89595 7.83146 0.012 0.046 0.471 -0.2763
Cl 0.88776 -7.59509 7.54586 -0.003 0.030 0.087 -0.1287
Cl 1.45589 -5.01810 6.30681 -0.019 0.563 0.408 -0.1658
H 0.48225 -5.43793 8.41695 0.150 -0.129 -0.283 0.2818
H 2.22394 -5.83766 8.38410 -0.201 -0.057 -0.273 0.2849
C 4.82330 -6.14353 -11.58878 0.293 0.022 -0.251 -0.2643
Cl 5.11479 -6.82343 -9.98327 0.219 -0.149 -0.195 -0.1245
Cl 3.12325 -5.70479 -11.79470 0.015 0.038 -0.091 -0.1530
H 5.43910 -5.24958 -11.71371 -0.239 -0.196 0.136 0.2513
H 5.09306 -6.88591 -12.34383 -0.170 0.140 0.258 0.2922
C -1.14327 1.76632 14.77619 -0.120 0.136 -0.276 0.1602
Cl -1.95319 1.00024 16.14807 0.048 0.091 0.169 -0.1508
Cl 0.53028 2.17500 15.17276 0.016 0.025 -0.104 -0.1748
H -1.14985 1.07657 13.92875 0.138 0.137 0.331 0.1973
H -1.67970 2.68084 14.51180 0.176 -0.237 0.175 -0.0411
C -0.93264 11.95780 2.28106 -0.125 -0.354 0.069 0.2129
Cl 0.74414 12.41258 1.95471 0.042 -0.106 0.016 -0.1598
Cl -2.00894 13.35317 2.14108 -0.092 -0.071 0.026 -0.1574
H -1.24145 11.19657 1.56056 0.095 0.326 0.147 -0.1452
H -1.00135 11.55584 3.29482 0.056 0.221 -0.242 0.2678
C -5.13405 -0.47669 13.76338 -0.149 -0.315 0.093 -0.2931
Cl -3.45727 -0.02191 13.43703 -0.224 -0.257 -0.311 -0.0971
Cl -6.21035 0.91868 13.62340 -0.047 -0.084 0.025 -0.1464
H -5.44286 -1.23792 13.04288 0.117 0.299 0.111 0.2919
H -5.20275 -0.87865 14.77714 0.086 0.235 -0.225 0.2489
C -1.23358 -10.67858 2.34098 0.344 0.154 -0.116 0.1652
Cl -2.89666 -10.17818 2.67071 -0.030 0.141 -0.053 -0.1352
Cl -0.95133 -12.33982 2.87545 0.085 0.015 -0.051 -0.1692
H -1.04935 -10.61456 1.26585 -0.152 -0.104 0.273 0.2762
H -0.54967 -10.01272 2.87285 -0.288 -0.301 -0.056 -0.1343
```
Positions in Å, forces in eV/Å.

Computed properties:
E_LUMO: -1.641 eV
HOMO level: -8.00 eV
Maximum force: 0.164 hartree/bohr